Entry from the OMol25 dataset: a molecular structure, C24H43FeNO2P2 in a non-equilibrium geometry (wB97M-V/def2-TZVPD).

```
73
Properties=species:S:1:pos:R:3:forces:R:3
Fe -1.24705 0.12504 1.81298 2.775 -0.188 -0.317
C -2.27612 -0.12807 3.56650 -1.881 -0.520 0.109
C -2.68974 1.07496 2.88845 -1.515 -0.729 -0.078
C -3.12874 -0.72727 1.48241 -0.854 0.892 0.780
C -2.50021 -1.24269 2.67552 -1.648 0.427 1.186
C -3.17328 0.70808 1.57387 -2.470 -0.520 1.533
C -1.96675 -0.23136 5.01873 0.263 0.074 0.272
H -1.48799 0.68584 5.38487 -0.073 -0.248 0.018
H -1.30664 -1.07857 5.22969 -0.125 0.175 0.064
H -2.89484 -0.37854 5.59546 0.285 0.065 -0.201
C -2.38935 -2.68482 3.05961 0.198 -0.114 -0.136
H -1.72972 -2.83187 3.92582 -0.275 0.093 -0.281
H -2.00913 -3.29400 2.23004 -0.078 0.045 0.155
H -3.38069 -3.06584 3.32438 0.111 -0.032 -0.002
C -3.90538 -1.50875 0.48640 0.272 -0.390 -0.590
H -4.96538 -1.59900 0.78867 0.480 0.152 0.050
H -3.51265 -2.52832 0.37792 -0.114 0.261 -0.127
H -3.88961 -0.99866 -0.48233 -0.046 -0.287 0.021
C -3.87943 1.62108 0.63057 -0.053 0.174 -0.400
H -4.95603 1.67077 0.85515 0.284 -0.031 0.047
H -3.80200 1.28339 -0.41117 0.064 0.104 0.211
H -3.48879 2.64303 0.68925 -0.065 -0.164 -0.060
C -2.83963 2.40420 3.53754 0.588 0.539 -0.027
H -3.79434 2.49712 4.07873 0.250 -0.199 -0.226
H -2.79768 3.20821 2.79251 -0.016 -0.081 0.249
H -2.02955 2.56043 4.26233 -0.248 0.144 -0.133
C 0.34829 -1.16101 2.07745 2.089 -0.098 2.235
C 0.50331 -0.08544 2.97853 1.961 -2.353 -0.006
C 1.38545 1.10752 2.74350 -0.422 0.763 -0.082
C 1.24605 1.65687 1.30469 0.550 -0.384 0.120
C -0.16489 1.52192 0.77353 0.261 0.179 -2.971
C -0.58762 0.44932 -0.06565 1.679 2.661 -1.491
C 0.31191 -0.70785 -0.43744 -0.296 -0.422 -0.002
C 1.05540 -1.34296 0.76530 0.162 -0.343 -0.454
H 2.43416 0.87485 2.99198 -0.290 -0.137 -0.168
H 1.93836 1.11646 0.63839 -0.412 0.210 0.253
H 1.09514 1.89464 3.45312 0.028 -0.123 -0.106
H 2.09301 -0.99820 0.85521 -0.227 0.203 -0.079
H 0.11424 -2.11402 2.56283 -0.603 0.589 -0.368
H 0.38433 -0.33106 4.03990 -0.473 0.166 -0.442
H 1.14857 -2.42709 0.58564 -0.128 0.391 0.039
H -0.28846 -1.47749 -0.94919 0.075 0.233 0.277
H -1.38704 0.68047 -0.78861 0.102 -0.282 0.672
H 1.04087 -0.38616 -1.21084 -0.431 0.196 0.308
H 1.56752 2.70920 1.27678 -0.287 -0.315 0.007
H -0.71478 2.47170 0.70383 -0.120 -0.577 0.128
P 2.72893 0.20920 -2.64970 0.517 0.300 -0.208
P 0.98746 0.34238 -5.17098 0.223 -0.111 -1.083
C 3.65074 0.40158 -4.26197 -0.008 0.011 0.226
C 2.80188 -0.01934 -5.45894 -0.422 -0.027 0.232
H 4.56764 -0.20040 -4.19934 -0.033 0.307 -0.040
H 3.93262 1.45835 -4.34109 -0.020 -0.153 0.005
H 3.12417 0.47752 -6.38709 -0.024 -0.251 0.227
H 2.85892 -1.10692 -5.60366 0.062 0.202 -0.047
C 0.44822 -0.37610 -6.77944 -0.240 -0.061 -0.063
H -0.63510 -0.24906 -6.87868 0.166 -0.026 -0.142
H 0.65821 -1.45363 -6.76123 -0.076 0.220 -0.064
H 0.95910 0.07641 -7.64189 -0.157 -0.118 0.205
C 0.97667 2.13169 -5.64531 -0.176 -0.017 0.298
H 1.59954 2.33718 -6.52676 -0.173 -0.059 0.201
H 1.32576 2.73008 -4.79462 -0.023 -0.006 -0.211
H -0.06486 2.42005 -5.84659 0.300 0.011 -0.004
C 3.37335 -1.44854 -2.17496 0.054 0.008 0.083
H 3.04684 -1.71358 -1.16268 0.132 -0.021 -0.175
H 4.46942 -1.45499 -2.22389 -0.194 -0.139 0.061
H 2.97005 -2.19761 -2.86877 0.114 0.133 0.144
C 3.75400 1.33784 -1.62734 0.329 -0.031 0.064
H 3.58722 2.36480 -1.98672 0.095 -0.297 0.135
H 4.82219 1.08977 -1.70300 -0.179 0.174 0.096
H 3.44692 1.29553 -0.57635 0.184 0.014 -0.207
O 0.38448 -2.90777 5.31501 0.652 -0.376 -3.586
N 0.86604 -3.23815 4.21454 2.702 -2.106 4.492
O 1.87646 -3.94235 4.06856 -3.127 2.224 -0.629
```
Forces are in eV/Å.

Calculated values
Gap between HOMO and LUMO (alpha / beta) in eV: 6.352 / 4.217
2S+1: 6
Energy above the lowest of the compared OMol25 structures with the same formula, charge and spin in kJ/mol: 0.0
Charge: +1
<S²>: 8.798
M in g mol⁻¹: 495.41

***

Entry from the OMol25 dataset: a molecular structure, C24H43IrN2P3SSe in a non-equilibrium geometry (wB97M-V/def2-TZVPD).

```
75
Properties=species:S:1:pos:R:3:forces:R:3
Ir 0.87636 -0.19040 -0.68483 1.537 -1.914 1.971
P -1.01508 -0.08959 1.27736 -1.829 1.512 1.593
P 0.97569 -2.71882 -1.34228 -0.061 -2.134 -0.035
P -0.72531 -0.08350 -2.13942 -3.291 0.631 -2.674
H -1.15713 3.48459 2.60240 -0.049 0.113 -0.594
C -1.45504 3.64034 1.55383 -0.584 -0.236 0.049
C -2.76195 3.61236 1.23527 0.264 0.024 0.121
H -3.50912 3.40009 2.01643 0.369 0.230 -0.406
C -0.62885 0.57215 2.98132 0.350 -0.013 -0.071
C -1.16312 -1.86353 1.82108 0.767 -1.513 -0.436
C -2.84364 0.09232 0.99547 0.055 0.225 -0.010
C 0.90730 -3.18874 -3.12430 -0.086 0.254 -0.219
C 2.61763 -3.46336 -0.88626 0.190 0.150 0.178
C -0.18544 -3.98377 -0.67179 -0.082 0.102 0.198
C -1.57018 1.53367 -1.91083 -0.168 0.027 -0.092
C -2.07282 -1.34388 -2.04226 0.079 -0.057 0.165
C -0.45515 -0.08443 -3.95816 0.224 0.032 0.003
H -0.65316 3.84300 0.83473 -0.365 0.112 0.222
H -3.17388 3.82884 0.23318 0.450 -0.150 0.561
H 0.15593 1.33947 2.93163 -0.265 -0.155 -0.081
H -0.28195 -0.22128 3.66265 -0.285 0.229 -0.307
H -1.53920 1.04193 3.38170 0.228 -0.204 -0.145
H -0.19952 -2.27769 2.13557 -0.378 0.228 -0.142
H -1.59700 -2.52214 1.06139 0.017 0.353 0.055
H -1.82529 -1.87884 2.69937 0.080 0.537 -0.315
H -3.12532 1.15070 0.93368 0.169 -0.281 0.044
H -3.36196 -0.36883 1.84841 0.146 0.103 -0.294
H -3.16627 -0.40575 0.07278 0.111 0.074 0.363
H 1.22603 -4.23752 -3.21634 -0.105 0.280 0.152
H 1.59648 -2.56956 -3.71570 -0.296 -0.371 0.033
H -0.10382 -3.09917 -3.53743 0.230 -0.016 0.121
H 3.09644 -3.89317 -1.77549 -0.174 0.057 0.212
H 2.47214 -4.27018 -0.15513 -0.005 0.121 -0.203
H 3.32272 -2.73622 -0.46110 -0.164 -0.164 -0.068
H 0.07364 -4.96588 -1.09580 0.033 0.324 0.086
H -1.22062 -3.75378 -0.94635 0.249 -0.092 0.069
H -0.10663 -4.03944 0.41972 -0.034 -0.054 -0.243
H -2.65628 1.39119 -1.96354 0.211 0.165 -0.025
H -1.25849 2.19732 -2.72541 -0.109 -0.093 0.142
H -1.32394 2.02737 -0.96194 -0.105 -0.150 -0.195
H -3.03242 -0.85522 -2.25857 0.255 -0.135 -0.019
H -2.13508 -1.81288 -1.05483 -0.019 0.126 -0.257
H -1.92570 -2.13185 -2.79275 0.017 0.240 0.185
H -1.42315 -0.20805 -4.46769 0.225 0.040 0.277
H 0.20781 -0.90228 -4.25931 -0.189 0.196 -0.005
H -0.01086 0.86565 -4.27503 -0.112 -0.283 0.046
C 2.56658 0.95223 -3.40148 0.419 -0.753 0.119
C 1.82997 2.07074 -3.00008 -0.581 0.496 0.112
C 1.64785 3.16806 -3.85782 0.089 -0.548 0.767
C 2.21131 3.15847 -5.13472 0.156 -0.200 0.114
C 2.99178 2.06480 -5.52709 0.078 -0.150 0.227
C 3.19091 0.98212 -4.66371 0.019 -0.232 -0.160
Se 2.69300 -0.72974 -2.32468 0.701 3.538 -1.318
H -0.78552 1.27793 0.73228 0.379 -0.269 -0.182
H 1.33502 2.07613 -2.02204 0.163 0.093 -0.380
H 1.07402 4.02796 -3.50350 0.166 -0.294 -0.171
H 2.05385 4.01080 -5.79680 0.108 -0.302 0.110
H 3.46598 2.06362 -6.50648 -0.089 -0.064 0.219
H 3.81091 0.14228 -4.97026 -0.080 0.193 -0.079
N 1.92158 -2.10923 2.07962 0.482 0.175 -0.408
C 2.29157 -0.79670 2.05304 0.103 0.193 0.295
N 2.05836 0.07704 1.06938 0.898 -0.867 0.548
C 2.50374 1.36719 1.42839 -0.225 0.087 1.244
C 2.37158 2.54309 0.68671 -0.176 -0.322 0.165
C 2.53253 3.77069 1.32660 0.206 -0.119 -0.007
C 2.89490 3.82645 2.67755 0.055 -0.389 0.269
C 3.11128 2.65085 3.41591 0.089 0.045 -0.346
C 2.92638 1.42945 2.77836 -0.209 0.503 -0.410
S 3.01292 -0.16479 3.51007 -0.371 0.432 -0.991
H 2.23379 -2.62641 2.89520 -0.037 -0.063 -0.250
H 1.91115 -2.63990 1.21156 0.118 0.267 0.401
H 2.14902 2.47045 -0.37303 -0.058 0.204 0.205
H 2.37662 4.69413 0.76467 0.153 -0.295 0.202
H 3.01861 4.78916 3.16661 -0.031 -0.175 -0.098
H 3.40158 2.64287 4.46442 -0.025 0.345 -0.209
```
Forces are in eV/Å.

Calculated values
Gap between HOMO and LUMO (alpha / beta) in eV: 6.833 / 4.630
2S+1: 5
Energy above the lowest of the compared OMol25 structures with the same formula, charge and spin in kJ/mol: 215.8
Charge: +3
<S²>: 6.035
M in g mol⁻¹: 755.79

***

- Number 2 is which compound?
  C24H43IrN2P3SSe

***

- What is the formula in the second record?
  C24H43IrN2P3SSe

***

- The lowest <S²> belongs to which entry?
  C24H43IrN2P3SSe